[1]
# C44H47BiCl5N9O9S2

C44H47BiCl5N9O9S2 as an isolated structure (ωB97M-V/def2-TZVPD, the OMol25 dataset).

Results
Molar mass, g/mol: 1296.3
HOMO-LUMO gap, eV: 6.73
Net charge: -2
LUMO energy, eV: 3.77
ΔE to the lowest compared entry with this formula, charge and spin, eV: 0.000
Strongest force on any atom, eV Å⁻¹: 0.72

Cartesian coordinates (Å):
Bi -0.130 0.651 0.842
C -3.263 -3.900 0.813
C -2.188 -3.322 -0.114
C -1.277 -4.436 -0.634
C -2.811 -2.516 -1.238
C -3.275 -3.181 -2.365
C -3.845 -2.489 -3.417
C -3.926 -1.111 -3.338
C -3.466 -0.399 -2.233
C -3.595 1.112 -2.294
C -2.254 1.819 -2.129
C -4.638 1.652 -1.316
C -2.928 -1.113 -1.146
N -2.465 -0.510 0.053
C -3.313 -0.545 1.061
O -4.549 -0.712 1.049
C -2.662 -0.508 2.437
C -3.432 -0.663 3.574
C -2.795 -0.847 4.793
C -1.419 -0.969 4.833
C -0.707 -0.808 3.653
N -1.328 -0.521 2.513
C 0.774 -1.126 3.592
O 1.207 -1.828 4.526
N 1.371 -0.688 2.508
C 2.745 -0.965 2.283
C 3.747 -0.135 2.825
C 5.064 -0.329 2.417
C 5.407 -1.325 1.522
C 4.426 -2.176 1.041
C 3.096 -2.019 1.411
C 2.047 -3.023 0.964
C 1.778 -4.020 2.100
C 2.414 -3.798 -0.300
C 3.422 0.945 3.842
C 3.424 0.370 5.265
C 4.388 2.134 3.811
H -2.804 -4.417 1.660
H -3.876 -4.622 0.263
H -3.923 -3.119 1.192
H -1.570 -2.639 0.473
H -1.855 -5.287 -1.006
H -0.637 -4.803 0.171
H -0.640 -4.077 -1.444
H -3.185 -4.260 -2.421
H -4.200 -3.013 -4.296
H -4.357 -0.553 -4.164
H -3.953 1.329 -3.308
H -1.922 1.756 -1.097
H -2.337 2.881 -2.373
H -1.486 1.375 -2.763
H -4.429 1.307 -0.308
H -5.640 1.301 -1.579
H -4.636 2.746 -1.320
H -4.507 -0.656 3.465
H -3.378 -0.944 5.701
H -0.871 -1.209 5.731
H 5.837 0.329 2.794
H 6.434 -1.432 1.192
H 4.702 -2.959 0.347
H 1.120 -2.475 0.767
H 2.685 -4.603 2.291
H 0.981 -4.714 1.820
H 1.502 -3.518 3.026
H 3.292 -4.428 -0.136
H 2.609 -3.146 -1.151
H 1.590 -4.458 -0.576
H 2.426 1.320 3.600
H 4.427 0.000 5.506
H 2.723 -0.452 5.380
H 3.174 1.157 5.984
H 5.327 1.894 4.321
H 3.938 2.978 4.337
H 4.630 2.460 2.801
O 0.910 1.986 2.298
O 0.274 3.186 2.712
O 3.262 -0.383 -1.860
C 2.324 -0.569 -1.256
C -1.111 0.266 -5.583
N 0.302 -0.030 -5.522
C 1.266 0.454 -6.391
C 2.463 0.048 -5.934
N 2.220 -0.700 -4.798
C 0.886 -0.743 -4.520
S 0.153 -1.496 -3.224
H -1.486 0.078 -6.590
H -1.292 1.305 -5.305
H -1.618 -0.385 -4.874
H 1.012 1.068 -7.235
H 3.456 0.236 -6.300
H 2.900 -0.983 -4.113
N -4.362 2.497 2.183
C -4.103 3.705 1.645
N -5.190 4.550 1.492
N -2.942 4.165 1.296
C -1.838 3.320 1.161
N -1.751 2.080 1.325
H -5.258 2.071 2.003
H -3.541 1.896 2.076
H -5.918 4.444 2.180
H -4.903 5.502 1.327
O 0.780 5.969 0.940
S 0.642 4.265 1.477
O -0.796 4.180 0.731
O 1.212 2.436 -0.960
O 0.509 5.558 2.367
Cl 0.468 3.090 -3.737
C 2.072 2.867 -3.135
C 2.194 2.570 -1.733
C 3.550 2.490 -1.283
Cl 3.762 2.213 0.400
C 4.632 2.557 -2.138
Cl 6.233 2.317 -1.521
C 4.462 2.812 -3.498
Cl 5.821 2.885 -4.574
C 3.164 3.004 -3.973
Cl 2.941 3.471 -5.630



[2]
# C46H72O2P3SiSr

C46H72O2P3SiSr as an isolated structure (ωB97M-V/def2-TZVPD, the OMol25 dataset).

Results
Molar mass, g/mol: 865.7
HOMO-LUMO gap, eV: 4.13
Net charge: +1
LUMO energy, eV: -4.03
ΔE to the lowest compared entry with this formula, charge and spin, eV: 4.647
Strongest force on any atom, eV Å⁻¹: 10.94

Cartesian coordinates (Å):
Sr -2.323 -0.035 -0.852
C 1.204 5.516 -1.220
C 0.843 5.022 0.189
C 2.047 5.163 1.123
P 0.166 3.298 0.022
C -1.522 3.827 -0.691
C -1.653 3.261 -2.119
C -2.728 3.409 0.157
C -0.192 2.899 1.793
C -0.597 3.939 2.657
C -0.666 3.777 4.037
C -0.243 2.574 4.599
C 0.130 1.533 3.755
C 0.096 1.636 2.353
Si 0.251 0.032 1.344
C -0.773 -1.461 2.026
C -1.549 -1.411 3.218
C -2.393 -2.443 3.611
C -2.489 -3.596 2.832
C -1.695 -3.708 1.694
C -0.832 -2.670 1.278
P 0.364 -2.891 -0.115
C -0.701 -3.260 -1.602
C 0.256 -3.444 -2.794
C -1.779 -4.341 -1.600
C 1.256 -4.488 0.274
C 1.706 -4.457 1.734
C 0.650 -5.852 -0.066
C 2.002 -0.541 1.842
C 2.083 -1.308 3.012
C 3.286 -1.771 3.525
C 4.468 -1.491 2.857
C 4.428 -0.720 1.706
C 3.219 -0.228 1.188
P 3.217 0.927 -0.234
C 4.566 2.080 0.293
C 4.705 3.164 -0.787
C 4.171 2.689 1.653
C 4.023 -0.049 -1.610
C 5.507 -0.384 -1.520
C 3.197 -1.323 -1.824
H 1.651 6.515 -1.166
H 0.328 5.583 -1.880
H 1.931 4.847 -1.697
H 0.039 5.660 0.565
H 2.945 4.709 0.684
H 1.876 4.709 2.103
H 2.260 6.226 1.280
H -1.513 4.914 -0.766
H -1.578 2.178 -2.125
H -0.859 3.620 -2.775
H -2.613 3.558 -2.575
H -2.642 2.376 0.491
H -3.658 3.525 -0.427
H -2.839 4.017 1.052
H -0.858 4.912 2.244
H -1.012 4.592 4.666
H -0.204 2.451 5.679
H 0.476 0.597 4.205
H -1.468 -0.538 3.865
H -2.972 -2.356 4.528
H -3.153 -4.407 3.121
H -1.728 -4.632 1.128
H -1.191 -2.271 -1.748
H 0.863 -4.348 -2.671
H 0.932 -2.589 -2.891
H -0.304 -3.538 -3.735
H -2.533 -4.189 -0.823
H -2.297 -4.351 -2.574
H -1.358 -5.335 -1.466
H 2.154 -4.377 -0.336
H 0.863 -4.636 2.412
H 2.151 -3.499 1.994
H 2.453 -5.240 1.909
H -0.298 -6.037 0.451
H 1.350 -6.632 0.262
H 0.505 -5.993 -1.142
H 1.168 -1.560 3.548
H 3.302 -2.358 4.440
H 5.417 -1.858 3.237
H 5.364 -0.475 1.213
H 5.510 1.549 0.397
H 3.724 3.596 -1.023
H 5.118 2.754 -1.719
H 5.367 3.971 -0.454
H 3.117 2.995 1.657
H 4.789 3.567 1.880
H 4.299 1.968 2.463
H 3.879 0.608 -2.477
H 5.706 -1.110 -0.724
H 6.128 0.501 -1.356
H 5.837 -0.839 -2.464
H 3.396 -2.043 -1.020
H 3.464 -1.808 -2.779
H 2.128 -1.121 -1.802
C -4.679 -0.806 -4.954
C -3.442 -0.347 -4.147
C -2.187 -1.143 -4.540
C -3.797 -0.478 -2.655
C -4.357 0.634 -1.956
C -4.720 0.530 -0.594
C -4.523 -0.686 0.123
C -4.980 -0.835 1.565
C -3.957 -1.797 -0.570
C -3.629 -1.705 -1.944
H -4.483 -0.730 -6.027
H -5.550 -0.195 -4.723
H -4.924 -1.843 -4.719
H -3.267 0.702 -4.368
H -2.330 -2.217 -4.400
H -1.308 -0.828 -3.976
H -1.969 -0.984 -5.596
H -4.527 1.572 -2.485
H -5.196 1.365 -0.085
H -4.986 0.124 2.077
H -4.338 -1.528 2.110
H -5.993 -1.239 1.576
H -3.812 -2.732 -0.033
H -3.256 -2.593 -2.453
O -2.893 1.306 2.523
H -2.249 1.974 2.809
H -2.916 0.645 3.222
O 0.734 0.914 -3.019
H 0.968 1.411 -2.215
H 1.446 0.280 -3.147



[3]
# C65H130F12N7O11PS4

C65H130F12N7O11PS4 as an isolated structure (ωB97M-V/def2-TZVPD, the OMol25 dataset).

Results
Molar mass, g/mol: 1573.0
HOMO-LUMO gap, eV: 1.38
Net charge: +4
LUMO energy, eV: -9.64
Strongest force on any atom, eV Å⁻¹: 9.64

Cartesian coordinates (Å):
C -8.158 -0.436 -7.001
C -7.319 -1.448 -6.225
C -6.207 -1.966 -7.146
N -5.192 -2.868 -6.405
C -4.088 -2.073 -5.659
C -3.200 -1.154 -6.651
C -2.602 -1.902 -7.822
C -3.530 -2.931 -8.525
C -4.467 -3.708 -7.518
C -5.843 -4.003 -5.626
H -8.639 -0.805 -7.907
H -7.694 0.518 -7.250
H -8.969 -0.104 -6.354
H -7.887 -2.357 -6.025
H -7.036 -1.051 -5.251
H -5.590 -1.213 -7.636
H -6.669 -2.361 -8.050
H -4.720 -1.516 -4.968
H -3.408 -2.724 -5.109
H -3.835 -0.307 -6.913
H -2.371 -0.671 -6.133
H -2.133 -1.317 -8.613
H -1.781 -2.519 -7.454
H -4.175 -2.411 -9.233
H -2.974 -3.681 -9.088
H -5.256 -4.115 -8.151
H -3.928 -4.535 -7.056
H -6.261 -3.499 -4.755
H -5.044 -4.707 -5.392
H -6.484 -4.537 -6.328
C -10.524 -1.499 5.685
C -9.863 -0.481 4.722
C -8.556 -1.044 4.020
N -7.895 -0.124 2.989
C -7.269 1.028 3.904
C -6.490 1.992 3.119
C -5.373 1.343 2.215
C -5.803 0.097 1.447
C -6.629 -0.788 2.352
C -8.896 0.419 1.877
H -11.590 -1.296 5.794
H -10.099 -1.251 6.657
H -10.550 -2.537 5.354
H -9.855 0.492 5.212
H -10.613 -0.397 3.936
H -8.699 -1.965 3.454
H -7.775 -1.289 4.740
H -6.564 0.591 4.611
H -8.072 1.464 4.498
H -5.946 2.701 3.743
H -7.075 2.708 2.542
H -4.469 1.234 2.814
H -5.226 2.048 1.397
H -4.856 -0.345 1.138
H -6.309 0.321 0.508
H -6.000 -1.188 3.147
H -7.073 -1.656 1.865
H -9.792 -0.186 2.015
H -8.350 0.441 0.933
H -9.225 1.331 2.376
C 2.128 -6.150 7.966
C 1.638 -6.117 9.446
C 0.305 -6.947 9.423
C -0.470 -6.947 10.734
P -1.983 -7.975 10.951
C -3.364 -7.367 10.021
C -4.682 -8.161 10.062
C -5.912 -7.551 9.343
C -5.730 -7.207 7.864
C -2.486 -8.084 12.731
C -2.999 -6.794 13.199
C -3.654 -6.820 14.504
C -4.826 -7.773 14.815
C -1.526 -9.722 10.431
C -0.454 -10.549 11.179
C -0.146 -11.973 10.615
C 0.506 -12.885 11.719
H 1.768 -5.281 7.416
H 1.828 -6.997 7.348
H 3.211 -6.253 7.892
H 1.638 -5.061 9.716
H 2.451 -6.600 9.988
H 0.539 -7.962 9.102
H -0.425 -6.661 8.667
H -0.610 -5.982 11.221
H 0.208 -7.449 11.425
H -3.045 -7.285 8.982
H -3.594 -6.304 10.097
H -4.985 -8.262 11.104
H -4.666 -9.172 9.654
H -6.238 -6.656 9.873
H -6.862 -8.077 9.448
H -5.260 -6.272 7.560
H -6.758 -7.123 7.512
H -5.258 -8.034 7.335
H -1.682 -8.358 13.414
H -3.268 -8.844 12.714
H -3.768 -6.293 12.611
H -2.229 -6.071 13.471
H -3.729 -5.815 14.919
H -2.813 -7.163 15.107
H -5.290 -7.558 15.778
H -4.681 -8.838 14.635
H -5.632 -7.575 14.109
H -1.094 -9.427 9.475
H -2.513 -10.157 10.276
H -0.616 -10.685 12.248
H 0.451 -9.945 11.120
H 0.373 -12.024 9.658
H -1.039 -12.573 10.442
H 1.151 -13.686 11.357
H -0.210 -13.315 12.420
H 1.255 -12.310 12.264
C 5.683 -2.196 -4.810
C 7.155 -2.502 -4.510
C 8.082 -1.292 -4.084
C 7.977 -0.728 -2.656
C 6.951 -1.528 -1.832
C 7.160 -3.111 -1.960
N 7.206 -3.491 -3.389
O 7.371 -4.856 -3.751
C 5.953 -3.823 -1.245
C 8.516 -3.684 -1.431
C 7.781 -3.034 -5.823
H 5.041 -1.935 -3.969
H 5.161 -3.030 -5.278
H 5.659 -1.461 -5.614
H 7.969 -0.476 -4.798
H 9.144 -1.536 -4.127
H 7.721 0.319 -2.818
H 8.947 -0.786 -2.162
H 5.970 -1.236 -2.206
H 7.177 -1.341 -0.782
H 5.052 -3.450 -1.733
H 5.848 -3.640 -0.175
H 5.823 -4.891 -1.420
H 9.323 -3.465 -2.130
H 8.519 -4.748 -1.194
H 8.774 -3.107 -0.543
H 7.763 -2.237 -6.567
H 7.176 -3.827 -6.263
H 8.780 -3.445 -5.676
C 6.364 9.124 2.384
C 7.667 8.230 2.380
C 7.287 6.749 2.383
C 8.378 5.696 2.020
C 8.958 6.019 0.676
C 9.482 7.493 0.524
N 8.390 8.497 1.046
O 8.576 9.897 0.809
C 9.621 7.784 -1.012
C 10.797 7.685 1.267
C 8.584 8.608 3.619
H 6.659 10.161 2.543
H 5.726 8.762 3.190
H 5.717 9.064 1.509
H 6.398 6.697 1.755
H 6.861 6.600 3.375
H 8.064 4.661 2.154
H 9.077 5.903 2.831
H 8.093 5.980 0.013
H 9.615 5.259 0.253
H 10.000 8.733 -1.392
H 8.640 7.569 -1.436
H 10.289 7.029 -1.426
H 10.819 7.250 2.266
H 11.150 8.716 1.280
H 11.429 7.038 0.658
H 8.529 9.654 3.921
H 9.661 8.457 3.683
H 8.316 8.071 4.529
C 3.642 6.143 -13.780
C 2.504 6.589 -12.876
C 1.922 5.562 -11.938
C 2.922 5.138 -10.859
C 3.182 6.340 -9.891
C 3.599 7.684 -10.668
N 2.956 7.786 -12.047
O 3.497 8.810 -12.876
C 5.132 7.764 -10.886
C 3.229 8.986 -9.916
C 1.208 7.086 -13.673
H 3.421 5.268 -14.393
H 4.465 5.756 -13.180
H 3.913 6.930 -14.483
H 1.515 4.660 -12.394
H 1.130 6.002 -11.331
H 3.837 4.717 -11.277
H 2.417 4.337 -10.319
H 4.062 5.969 -9.365
H 2.250 6.448 -9.337
H 5.726 7.642 -9.980
H 5.467 8.677 -11.378
H 5.456 6.969 -11.558
H 2.186 9.251 -10.086
H 3.844 9.880 -10.024
H 3.372 8.889 -8.840
H 1.703 7.805 -14.325
H 0.306 7.493 -13.215
H 0.989 6.130 -14.149
C 2.660 5.477 -1.926
F 2.115 5.533 -0.732
F 1.902 6.122 -2.831
F 3.883 6.058 -1.959
S 3.011 3.625 -2.586
O 1.844 3.128 -3.336
O 4.309 3.619 -3.296
N 3.301 2.930 -1.034
S 1.963 2.375 -0.632
O 0.966 3.391 -0.571
O 1.644 1.087 -1.255
C 2.353 1.832 1.283
F 2.918 2.801 1.877
F 1.129 1.518 1.886
F 3.096 0.785 1.447
C -8.420 6.273 -4.031
F -8.014 5.003 -3.611
F -8.605 6.400 -5.399
F -9.531 6.644 -3.341
S -7.023 7.452 -3.335
O -7.658 8.718 -2.950
O -6.353 6.700 -2.262
N -6.057 7.570 -4.820
S -4.757 6.874 -4.533
O -3.855 7.775 -3.746
O -4.910 5.492 -4.109
C -3.802 6.689 -6.227
F -3.438 7.873 -6.800
F -2.772 5.924 -6.060
F -4.639 6.091 -7.101



Respective HOMO level values: -2.962, -8.161, -11.018 eV.